<A>
The following is a quantum chemistry calculation of a 4-piece molecular cluster, H8O4 overall, from the OMol25 dataset.

Last column: Löwdin charge in e.
Cartesian coordinates (Å):
H: -0.4532 -1.5752 1.5754  0.082
O: -0.1702 -0.9552 -2.4846  -0.031
H: 0.6438 0.9328 0.3014  0.053
H: -0.6302 -0.2092 -2.8246  0.019
H: -0.8112 0.6468 1.7024  0.017
H: -1.0612 2.0058 1.1524  0.055
H: 1.9058 0.0888 0.2554  0.047
O: -0.7682 -1.1492 0.7244  -0.095
O: 1.1988 0.3378 -0.3216  -0.088
O: -0.3952 1.4948 1.5864  -0.028
H: 0.4738 -0.6132 -1.8946  -0.035
H: 0.0668 -1.0052 0.2274  0.005

## Properties
HOMO level = -10.897 eV
structure (SMILES) = O.O.O.O

***

<B>
The following is a quantum chemistry calculation of a 4-piece molecular cluster, H8O4 overall, from the OMol25 dataset.

Last column: Löwdin charge in e.
Cartesian coordinates (Å):
O: 0.4617 -1.7925 -0.3251  -0.047
O: 3.6293 -0.4206 0.1344  -0.049
H: -0.3556 2.5524 0.7433  0.031
H: 0.5908 2.9834 -0.3651  0.034
H: 0.1591 -0.9418 0.0121  0.032
H: 1.2941 -1.9449 0.1362  0.020
O: -4.2852 -0.6675 -0.0263  -0.060
H: -3.9902 -1.5759 0.1030  0.033
H: -3.5496 -0.1341 0.2950  0.027
O: -0.3132 2.6872 -0.2101  -0.062
H: 2.6957 -0.6022 0.2907  -0.002
H: 3.6631 -0.1435 -0.7881  0.044

## Properties
HOMO level = -11.562 eV
structure (SMILES) = O.O.O.O

***

Least stable: <B>

***

<A>
The following is a quantum chemistry calculation of a 4-piece molecular cluster, H8O4 overall, from the OMol25 dataset.

Last column: Löwdin charge in e.
Cartesian coordinates (Å):
H: 30.8490 -10.0830 10.9810  0.079
O: 30.5380 -9.0570 14.4360  -0.045
H: 31.6420 -11.2160 13.5000  0.003
H: 29.5180 -10.3000 11.8500  0.079
O: 29.3350 -13.5350 12.6500  -0.065
H: 29.8230 -9.4400 14.9190  0.024
H: 30.3330 -9.2190 13.5110  -0.021
H: 30.1180 -13.0870 12.9220  -0.045
O: 31.5250 -12.1050 13.7580  -0.013
O: 30.2240 -9.6380 11.6080  -0.081
H: 28.9270 -13.9950 13.4030  0.045
H: 31.9590 -11.8820 14.5570  0.040

## Properties
HOMO level = -11.184 eV
structure (SMILES) = O.O.O.O

***

<B>
The following is a quantum chemistry calculation of a 4-piece molecular cluster, H8O4 overall, from the OMol25 dataset.

Last column: Löwdin charge in e.
Cartesian coordinates (Å):
H: -13.9859 -26.7657 -17.0126  0.026
H: -15.1029 -27.8895 -17.2917  0.103
H: -14.4644 -28.8310 -20.4122  -0.015
O: -14.9120 -26.8848 -17.1716  -0.080
O: -18.0722 -27.7390 -22.0115  -0.009
O: -16.1003 -26.4724 -20.0894  -0.053
O: -14.0447 -28.0667 -20.6907  -0.039
H: -18.4850 -26.8879 -22.1642  0.050
H: -17.0150 -26.7399 -20.0523  0.033
H: -17.2376 -27.7455 -22.3660  -0.012
H: -14.8552 -27.5705 -20.7881  -0.028
H: -15.7298 -26.3962 -19.2025  0.025

## Properties
HOMO level = -10.950 eV
structure (SMILES) = O.O.O.O

***

Least stable: <B>

***

<A>
The following is a quantum chemistry calculation of a 4-piece molecular cluster, H8O4 overall, from the OMol25 dataset.

Last column: Löwdin charge in e.
Cartesian coordinates (Å):
H: -1.8210 1.4921 -0.0374  0.008
H: -1.1298 -0.7946 1.0058  0.024
H: -3.3662 1.3111 0.0690  0.040
O: -0.0772 1.4092 -1.1291  -0.057
O: -0.2556 -1.1232 0.7535  -0.056
H: 0.1195 1.0516 -0.2542  0.023
H: 2.3068 -1.2066 0.2990  0.014
H: -0.4339 -2.0132 0.4288  0.048
O: 3.2266 -1.0548 0.5835  -0.069
H: 3.6785 -0.8378 -0.2462  0.035
O: -2.5225 0.9403 0.3340  -0.058
H: 0.2747 0.8258 -1.8067  0.048

## Properties
HOMO level = -11.393 eV
structure (SMILES) = O.O.O.O

***

<B>
The following is a quantum chemistry calculation of a 4-piece molecular cluster, H8O4 overall, from the OMol25 dataset.

Last column: Löwdin charge in e.
Cartesian coordinates (Å):
H: -0.7289 1.6129 -0.9628  0.046
H: -2.9444 -2.1404 -2.7120  0.043
O: -2.1125 -2.5912 -2.9197  -0.044
H: -0.8123 0.2988 -1.7503  -0.032
H: 3.6009 0.5172 0.8642  0.060
H: -1.9316 -2.9068 -2.0563  0.006
H: 0.2758 1.0344 3.6112  0.079
O: -0.2416 0.6754 2.8453  -0.027
H: 2.1901 0.6870 1.4625  -0.048
O: 2.9693 1.1195 1.2918  -0.015
O: -0.5611 1.1670 -1.8055  -0.018
H: 0.2963 0.5262 2.1315  -0.049

## Properties
HOMO level = -11.649 eV
structure (SMILES) = O.O.O.O

***

Least stable: <B>

***

<A>
The following is a quantum chemistry calculation of a 4-piece molecular cluster, H8O4 overall, from the OMol25 dataset.

Last column: Löwdin charge in e.
Cartesian coordinates (Å):
H: -0.3752 -1.7037 0.8668  0.036
H: -1.6956 -2.4489 1.1934  0.022
H: 1.7917 2.0962 -1.2463  0.014
H: 0.6500 1.1701 -1.4690  -0.004
H: 1.2748 0.6772 1.5211  0.002
H: -1.2800 -0.4689 -0.7564  0.077
O: 1.1327 -0.1288 1.1136  -0.033
O: 1.5927 1.2247 -1.4630  -0.015
H: -1.6873 0.7630 0.0459  -0.021
O: -1.3408 -1.7029 0.7714  -0.039
O: -1.2727 0.5551 -0.7269  -0.056
H: 1.2096 -0.0331 0.1494  0.018

## Properties
HOMO level = -11.086 eV
structure (SMILES) = O.O.O.O

***

<B>
The following is a quantum chemistry calculation of a 4-piece molecular cluster, H8O4 overall, from the OMol25 dataset.

Last column: Löwdin charge in e.
Cartesian coordinates (Å):
H: -0.4417 -0.6260 -2.2786  0.020
H: -3.4551 1.7285 -0.3108  0.035
H: 1.8180 -1.3977 3.1157  0.026
H: 1.7074 -0.5732 1.8509  -0.022
H: -0.0902 0.3211 -0.0922  0.017
H: 0.8308 -0.9285 -3.0410  0.035
H: 1.2205 1.0318 0.1699  0.056
O: 2.3252 -0.8300 2.5355  -0.061
H: -2.4758 0.7329 0.2736  0.026
O: -2.5399 1.6323 -0.0476  -0.050
O: 0.8211 0.1621 0.1534  -0.034
O: 0.2796 -1.2532 -2.3290  -0.049

## Properties
HOMO level = -10.858 eV
structure (SMILES) = O.O.O.O

***

Least stable: <B>

***

<A>
The following is a quantum chemistry calculation of a 4-piece molecular cluster, H8O4 overall, from the OMol25 dataset.

Last column: Löwdin charge in e.
Cartesian coordinates (Å):
O: -8.2875 -2.8419 -17.3073  -0.040
H: -5.5281 -4.8930 -20.4913  -0.009
O: -6.5886 -3.6520 -19.3525  -0.091
H: -7.8148 -1.2974 -21.6208  0.055
O: -4.8335 -5.5516 -20.6657  -0.076
H: -6.9045 -3.2797 -20.1945  0.000
H: -7.7907 -2.2084 -16.7736  0.063
H: -7.1809 -3.2755 -18.6677  -0.003
H: -9.2095 -2.5766 -17.2154  0.060
O: -7.9875 -2.2318 -21.4571  -0.044
H: -4.0109 -5.0601 -20.5859  0.027
H: -8.1224 -2.6157 -22.3323  0.057

## Properties
HOMO level = -10.431 eV
structure (SMILES) = O.O.O.O

***

<B>
The following is a quantum chemistry calculation of a 4-piece molecular cluster, H8O4 overall, from the OMol25 dataset.

Last column: Löwdin charge in e.
Cartesian coordinates (Å):
H: -0.9863 0.5733 -3.1166  0.021
O: 0.3185 -0.2542 -0.4109  -0.063
H: -0.8058 -0.2996 -1.8706  -0.018
O: 2.1213 1.5940 0.7862  -0.043
H: 0.9571 0.4453 -0.2069  0.008
H: -1.9166 -1.9093 0.9090  0.051
H: 0.2367 -0.7715 0.3980  0.023
H: 2.9181 2.1314 0.8062  0.054
O: -1.4539 -1.4366 1.6086  -0.047
O: -1.4282 -0.1002 -2.5945  -0.088
H: -1.4453 -2.0387 2.3586  0.044
H: 1.4844 2.0662 1.3328  0.058

## Properties
HOMO level = -10.322 eV
structure (SMILES) = O.O.O.O

***

Least stable: <A>

***

<A>
The following is a quantum chemistry calculation of one molecule with the formula C4H10N2O2, from the OMol25 dataset.

Last column: Löwdin charge in e.
Cartesian coordinates (Å):
N: 1.0006 0.6835 -2.2656  0.019
C: 1.5297 -0.0919 1.1030  -0.024
O: -0.6480 -0.9761 1.3524  -0.144
H: 1.3936 0.5473 1.9836  0.098
H: 0.4490 -0.0938 -2.6365  0.086
H: -2.5747 -0.2846 1.0560  0.086
C: -1.9742 -1.1817 0.8843  -0.091
N: 0.2211 1.4486 -1.3876  -0.027
H: 1.9463 -1.0387 1.4633  0.088
H: 0.3451 -1.0310 -0.4217  0.132
H: 1.8133 0.2914 -1.7868  0.075
H: -2.4163 -1.9991 1.4605  0.089
H: 2.2650 0.3879 0.4510  0.076
O: -1.1137 1.7440 0.4034  0.052
C: 0.1924 -0.3252 0.4026  -0.338
H: -1.9928 -1.4535 -0.1758  0.090
H: -0.1421 2.3454 -1.7115  0.148
C: -0.2944 1.0274 -0.1749  -0.416

## Properties
HOMO level = -9.480 eV
structure (SMILES) = CO[C@H](C)C(=O)NN

***

<B>
The following is a quantum chemistry calculation of a 4-piece molecular cluster, C4H10N2O2 overall, from the OMol25 dataset.

Last column: Löwdin charge in e.
Cartesian coordinates (Å):
H: 0.3117 -1.9500 0.7817  0.039
H: 1.0331 -1.6038 1.0748  0.095
H: -1.5341 0.4249 0.2955  0.115
C: -0.7717 -2.5449 -0.4663  -0.082
N: 0.3497 0.8167 1.0057  -0.177
H: -0.5177 1.7689 -1.2160  0.064
C: -0.9480 1.3014 0.5888  -0.236
O: 1.0803 1.7386 1.7901  -0.007
C: -0.8940 -1.7343 -1.3753  -0.027
O: -0.8686 2.2522 -0.4508  -0.051
H: -1.0732 -3.4619 -0.0187  0.039
H: -1.4158 1.7861 1.4438  0.132
H: 1.1384 2.5582 1.2675  0.106
H: 2.1936 0.1626 0.3072  0.133
H: -1.2682 -1.2026 -2.2127  0.044
C: 1.1282 0.1162 0.0818  -0.301
N: 0.6805 -0.0145 -1.1373  0.042
H: 1.3756 -0.4138 -1.7599  0.071

## Properties
HOMO level = -8.886 eV

***

<C>
The following is a quantum chemistry calculation of one molecule with the formula C4H10N2O2, from the OMol25 dataset.

Last column: Löwdin charge in e.
Cartesian coordinates (Å):
H: 1.9269 -0.9779 -1.2812  0.105
H: 1.3670 -2.6898 0.4622  0.072
H: 2.2826 1.1779 -1.4550  0.105
H: 0.7950 1.9212 1.5332  0.131
N: -2.6990 -0.0895 -0.6359  -0.010
H: -2.9457 -0.4170 0.2965  0.082
H: -0.6783 2.1909 -0.2346  0.095
H: -0.0417 -2.4214 -0.5566  0.075
C: 0.3424 1.0358 1.0783  -0.173
O: -1.3873 0.2839 -0.7039  -0.218
C: 0.6181 -1.9503 0.1733  -0.101
C: 1.2743 0.4939 0.0270  -0.355
H: -3.3129 0.6746 -0.9139  0.078
H: 0.1095 0.2864 1.8350  0.108
N: -0.8789 1.4190 0.3995  0.045
O: 1.9507 1.5038 -0.6086  0.023
C: 1.2659 -0.7594 -0.4486  -0.123
H: 0.0114 -1.6822 1.0332  0.061

## Properties
HOMO level = -8.322 eV
structure (SMILES) = C/C=C(/O)CNON

***

Least stable: <B>

***

<A>
The following is a quantum chemistry calculation of one molecule with the formula C2H3BrF2, from the OMol25 dataset.

Last column: Löwdin charge in e.
Cartesian coordinates (Å):
H: -0.3995 -0.7376 -0.8874  0.069
C: -0.1399 1.2011 -0.0039  -0.517
Br: -2.6653 -0.1753 0.0024  0.656
H: 0.9640 1.1782 -0.0190  0.158
F: -0.5527 1.8989 -1.0816  0.040
C: -0.7196 -0.2023 0.0048  -0.515
H: -0.4017 -0.7237 0.9062  0.069
F: -0.5228 1.8984 1.0853  0.041

## Properties
HOMO level = -10.537 eV
structure (SMILES) = FC(F)CBr

***

<B>
The following is a quantum chemistry calculation of C2H3BrF2 as an isolated structure, from the OMol25 dataset.

Last column: Löwdin charge in e.
Cartesian coordinates (Å):
Br: -1.0518 -0.5898 -1.9206  0.835
F: 1.3958 -0.9005 -0.7775  0.066
H: -0.3331 -0.6923 1.6111  0.120
H: 0.4887 0.5681 1.3472  0.093
C: 0.2663 -0.2511 -0.6152  -0.828
H: -1.3031 0.4614 0.6786  0.076
F: 0.8203 1.3375 -1.0677  -0.256
C: -0.2831 0.0667 0.7440  -0.107

## Properties
HOMO level = -11.212 eV

***

Least stable: <B>

***

<A>
The following is a quantum chemistry calculation of a 2-piece molecular cluster, C2H5O2 overall, from the OMol25 dataset.

Last column: Löwdin charge in e.
Cartesian coordinates (Å):
H: 1.7037 -1.2999 0.3724  -0.015
O: 0.5041 -0.0384 -0.5657  -0.247
H: -1.3226 -0.3340 0.1078  0.067
H: 1.0200 -2.6775 -0.1168  0.066
H: -2.0196 1.9612 0.2309  0.005
H: -0.1723 2.4019 -0.3031  -0.023
C: -0.9187 1.7798 0.0750  -0.131
O: 1.8191 -2.2654 0.3800  -0.162
C: -0.6135 0.4724 -0.1805  -0.559

## Properties
HOMO level = -2.534 eV
net charge = -1

***

<B>
The following is a quantum chemistry calculation of a 2-piece molecular cluster, C2H5O2 overall, from the OMol25 dataset.

Last column: Löwdin charge in e.
Cartesian coordinates (Å):
C: 0.0055 0.7842 0.4749  -0.523
H: -1.0828 0.9577 0.3440  0.075
C: 0.8174 1.9022 0.5014  -0.120
H: 0.3845 2.8265 0.8443  -0.028
H: -0.4510 -1.2440 -0.5826  -0.022
H: 1.8345 1.8234 0.1545  -0.012
O: -0.9828 -1.8289 -1.2106  -0.151
O: 0.3859 -0.4312 0.6344  -0.220
H: -0.2427 -2.1939 -1.7107  0.001

## Properties
HOMO level = -2.391 eV
net charge = -1

***

Least stable: <A>